The following is a DFT calculation (ωB97M-V/def2-TZVPD) of a molecular structure, C35H47BrHgN4P2.

```
90
Properties=species:S:1:pos:R:3:lowdin_charge:R:1
Hg 0.00000 0.00000 0.00000 0.909
Br 1.49110 -1.20620 1.67280 0.181
P 6.21230 -0.94080 -1.05930 1.253
P -0.45570 -2.04730 -1.01800 0.866
N -7.24690 5.74110 -6.91400 0.063
N -1.34890 0.54830 4.14880 0.010
N -1.16250 0.31910 1.88730 -0.089
N 0.58040 1.14250 10.73140 0.185
C -0.92750 0.90030 -2.70430 -0.158
C -6.09060 5.64760 -4.78930 -0.020
C 5.98460 -2.52420 -3.44710 -0.146
C -2.29280 1.71310 -0.88500 -0.118
C 5.71070 -2.09930 1.52250 -0.145
C -1.54580 -4.44620 0.26050 -0.122
C -2.46480 0.51410 2.23920 -0.147
C 0.25070 1.02410 9.62520 -0.162
C 0.65660 -2.53600 -2.42570 -0.360
C -6.86430 4.46650 -7.11850 -0.134
C 5.04370 -1.72690 0.19070 -0.392
C -6.85520 6.30520 -5.75950 -0.132
C 5.62260 0.83860 -0.92490 -0.373
C -6.10170 3.71970 -6.21720 -0.020
C -4.88580 3.62420 -3.98440 -0.029
C -1.74840 1.57590 -3.61530 -0.021
C -1.89770 0.83790 6.56410 0.012
C -3.11460 2.38660 -1.79280 -0.004
C -1.50150 0.95510 7.90200 0.005
C -2.18510 -1.94520 -1.69530 -0.363
C -2.57810 0.62200 3.61340 -0.036
C 6.67250 1.86120 -1.37860 -0.146
C -3.68080 3.02420 -4.18110 -0.036
C -0.15140 0.87270 8.25350 -0.217
C -2.86180 2.33710 -3.18600 -0.197
C -1.17740 0.95320 -1.31490 -0.385
C 5.34530 -1.36510 -2.67170 -0.375
C 0.09480 -2.53010 -3.85320 -0.130
C -0.39420 -3.43340 0.22020 -0.424
C -0.53080 0.38330 3.09620 -0.229
C -3.32560 -1.45820 -0.79300 -0.112
C 0.42130 0.56210 5.92230 0.009
C -0.94680 0.64710 5.54330 -0.120
C -5.68560 4.30870 -4.99880 -0.226
C 0.80990 0.68120 7.25770 -0.004
H -2.95070 0.90380 6.33610 0.108
H 5.29430 1.04460 0.11330 0.094
H -3.84830 -2.28740 -0.29050 0.080
H 7.08700 -2.48380 -3.38890 0.078
H 0.91700 -2.37940 -4.57510 0.087
H -2.39550 -2.97110 -2.04870 0.095
H 7.69520 1.54190 -1.10760 0.076
H 4.72300 0.91370 -1.56460 0.096
H -0.32250 -2.90890 1.18940 -0.012
H 4.24930 -0.97970 0.37680 0.033
H -7.18860 4.01190 -8.06500 0.113
H -1.52850 1.52000 -4.68890 0.123
H -2.08230 -1.33530 -2.61150 0.060
H 5.38320 -0.44170 -3.28120 0.089
H -3.32600 0.52430 1.59600 0.100
H 5.69800 -2.48990 -4.51360 0.089
H 6.74260 -2.46310 1.37760 0.075
H 5.66290 -3.50300 -3.05070 0.081
H -5.83460 2.68730 -6.46390 0.113
H -1.74720 -4.90640 -0.72050 0.079
H -0.64480 -1.72990 -4.01600 0.052
H -5.80520 6.16880 -3.86840 0.115
H 0.57880 -3.93280 0.05160 0.082
H -3.24770 3.04340 -5.19020 0.124
H -4.07160 -0.87700 -1.36180 0.096
H -0.07530 0.32380 -3.08330 0.087
H 1.86050 0.61940 7.51520 0.129
H 5.14500 -2.89620 2.03850 0.087
H 4.54970 -2.60580 -0.26900 0.091
H 5.76070 -1.22490 2.19490 0.084
H -5.32830 3.61370 -2.98020 0.119
H 6.64570 1.99790 -2.47400 0.083
H 6.49810 2.84430 -0.90560 0.090
H -0.38520 -3.49270 -4.09890 0.092
H -2.47480 -3.97150 0.61830 0.072
H 4.27530 -1.57260 -2.47120 0.086
H 1.54800 -1.88770 -2.33770 0.062
H -3.49980 0.74920 4.16260 0.131
H 1.21250 0.41080 5.20690 0.101
H 1.01150 -3.54830 -2.16270 0.086
H -3.96780 2.96090 -1.41480 0.119
H -2.25240 1.10740 8.66860 0.132
H -1.29910 -5.25770 0.96830 0.092
H -7.16970 7.34560 -5.59680 0.114
H 0.52050 0.37290 3.23420 0.008
H -2.91960 -0.79430 -0.00880 0.021
H -2.52320 1.77900 0.18500 0.073
```

DFT total energy in Eh: -4990.3474
ΔE to the lowest compared entry with this formula, charge and spin in kJ/mol: 9.8
LUMO energy (alpha / beta) in eV: -7.51 / -9.45
Spin multiplicity: 1
Charge: +2

The following is a DFT calculation (ωB97M-V/def2-TZVPD) of a molecular structure, C31H32IN3OPPdS.

```
71
Properties=species:S:1:pos:R:3:lowdin_charge:R:1
I -2.74645 0.91940 -1.46884 1.223
Pd -0.25283 1.04951 -0.88108 0.227
S -0.26039 3.29431 -1.38739 0.604
P -0.11914 -1.22032 -0.89124 0.965
O 1.81922 1.25855 -1.02391 -0.279
N 0.25659 1.51752 1.57022 -0.015
N 2.21526 2.34198 -1.70975 -0.182
N -0.61475 2.56312 2.01876 -0.076
C 2.06319 -3.23756 1.97349 -0.062
C -0.33929 3.08888 3.37323 -0.644
C 1.15658 -2.05556 -4.65939 -0.063
C 1.13055 3.45736 3.58743 -0.052
C 0.95861 -1.57155 -2.30393 -0.358
C 2.52866 -1.86183 -4.58713 -0.066
C 0.22816 -2.10441 3.03059 -0.067
C -1.53335 -2.37108 -1.09524 -0.289
C -4.88175 -0.71421 -0.40353 -0.159
C 4.02427 3.42358 -2.77730 -0.036
C 2.33413 -1.34689 -2.24482 -0.111
C -5.12948 -3.08124 -0.26819 -0.015
C 0.57210 -1.88699 0.65008 -0.336
C -0.15749 -1.59177 1.80404 -0.123
C -0.77602 2.04348 4.39546 -0.047
C 1.38101 3.37520 -1.92829 -0.617
C 1.89543 4.49843 -2.59196 -0.073
C -1.10835 -3.66998 -1.25797 -0.082
C 3.50397 2.34499 -2.12232 -0.007
C 3.11382 -1.50620 -3.38094 -0.069
C -3.27038 -4.55859 -0.80830 -0.007
C -1.97218 -4.77087 -1.15552 -0.037
C -2.92117 -2.12072 -0.83752 -0.189
C 0.37500 -1.91042 -3.52477 -0.087
C 1.67299 -2.73234 0.73903 -0.075
C 3.19994 4.52791 -3.01330 -0.045
C -3.57028 -0.85234 -0.76507 -0.595
C -3.76984 -3.24700 -0.63349 -0.149
C 1.34956 -2.92076 3.11769 -0.063
C -1.20739 4.33546 3.50557 -0.047
C -5.67288 -1.84494 -0.12257 -0.055
H 5.05511 3.40162 -3.09669 0.116
H 1.65534 -3.31841 4.07615 0.111
H 3.58366 5.39694 -3.52926 0.119
H 1.78017 2.57976 3.60630 0.073
H 1.22655 5.32914 -2.76465 0.114
H 4.18326 -1.34954 -3.32255 0.109
H -3.94983 -5.38919 -0.66407 0.124
H 2.92364 -3.89048 2.03586 0.112
H 1.48327 4.13218 2.80241 0.087
H 2.22124 -3.02093 -0.14513 0.101
H -6.70610 -1.71711 0.16805 0.116
H 3.14041 -1.98422 -5.47107 0.111
H 0.69264 -2.32323 -5.59915 0.111
H 0.14241 0.74637 2.21777 0.040
H -0.34815 -1.87238 3.91680 0.111
H -1.04223 -0.96499 1.73971 0.106
H -0.05801 -3.86731 -1.43794 0.114
H -1.12789 4.75351 4.50899 0.089
H 4.04426 1.44448 -1.87635 0.137
H 1.25642 3.96808 4.54256 0.088
H 1.23543 1.80131 1.62820 0.078
H -5.72553 -3.97052 -0.10777 0.122
H -0.69410 -2.07052 -3.59318 0.109
H -0.52127 3.31393 1.34141 0.046
H -0.62138 2.41133 5.41049 0.089
H -2.25326 4.09419 3.31300 0.086
H 2.79643 -1.02134 -1.32485 0.096
H -1.59062 -5.77123 -1.30551 0.117
H -0.89455 5.10541 2.79582 0.085
H -1.83179 1.80364 4.26638 0.086
H -0.19716 1.11980 4.30269 0.065
H -5.33396 0.26757 -0.35626 0.091
```

DFT total energy in Eh: -2604.8925
ΔE to the lowest compared entry with this formula, charge and spin in kJ/mol: 2.1
LUMO energy in eV: -3.29
Spin multiplicity: 1
Charge: +1

- Which of these has the highest DFT total energy?
  C31H32IN3OPPdS